{"formula": "C21H22ClNO3", "method": "ωB97M-V with the def2-TZVPD basis set", "e_tot_ha": -1554.1487, "multiplicity": 1, "gap_ev": 9.7, "smiles": "CC(=O)N1CCC(C(=O)OCc2ccc(Cl)cc2)(c2ccccc2)CC1", "lumo_ev": 0.55, "species": ["H", "Cl", "C", "C", "O", "H", "C", "H", "H", "C", "H", "H", "C", "H", "H", "N", "C", "H", "H", "H", "H", "C", "C", "C", "C", "C", "C", "C", "H", "H", "C", "C", "C", "O", "C", "H", "O", "H", "C", "H", "H", "H", "C", "H", "C", "C", "H", "H"], "xyz": [[-1.4696, 5.5841, -1.2946], [7.1656, -0.9740, -0.9807], [-0.2792, 0.3918, 1.2792], [-1.6761, 4.1634, 0.2962], [-0.5216, 0.3908, 2.4575], [0.0887, -0.3641, -1.3084], [5.4515, -0.9461, 1.1007], [2.8262, 1.1484, -0.7839], [-1.6245, -0.5228, -1.7658], [-0.9114, -0.5956, -0.9421], [-3.4399, 0.1186, -0.0754], [-0.2346, -2.1182, 0.4355], [3.5650, 0.5616, -0.2603], [-0.8798, 1.5061, -2.3631], [6.1901, -1.5318, 1.6248], [-2.2577, -2.3579, 0.0676], [4.2624, -0.5997, 1.7167], [-1.8929, 4.9099, 1.0457], [-0.6195, -2.7229, -1.1820], [-3.7021, -1.8052, 1.4280], [-2.3567, -3.4104, -2.5026], [4.7452, 0.2129, -0.8900], [-2.6271, -4.0483, -1.6641], [-1.1534, 3.5734, -1.9587], [-1.6352, 2.8280, 0.6513], [-2.6949, -1.4951, 1.1454], [-1.3575, 1.8436, -0.2943], [-2.6939, -0.0307, 0.7077], [4.9392, 0.5239, -1.9044], [4.0760, -0.9201, 2.7309], [-3.1343, -3.2246, -0.4968], [2.0281, 0.5495, 1.7186], [-0.9362, -2.0306, -0.4043], [0.9570, 0.4603, 0.7795], [-1.1089, 2.2352, -1.6028], [-3.4292, -4.7129, -1.9730], [-4.2668, -3.3516, -0.0733], [-2.0254, -1.6241, 2.0018], [-1.3194, 0.3897, 0.1599], [-0.9621, 3.8568, -2.9834], [-1.8116, 2.5484, 1.6793], [-1.7668, -4.6462, -1.3723], [-1.4375, 4.5421, -1.0139], [-2.9619, 0.5871, 1.5635], [3.3122, 0.1576, 1.0450], [5.6855, -0.5389, -0.2030], [1.8109, -0.0963, 2.5765], [2.0841, 1.5850, 2.0817]], "atomic_forces_ev_per_a": [[0.00, 0.09, -0.03], [0.18, -0.06, -0.10], [-0.27, -0.06, 0.08], [-0.01, 0.03, 0.05], [0.01, -0.01, 0.10], [-0.04, 0.03, -0.09], [0.12, 0.01, -0.11], [-0.07, 0.06, -0.10], [0.02, 0.03, -0.05], [0.16, -0.12, 0.18], [0.00, 0.04, -0.02], [0.03, -0.08, -0.08], [0.03, -0.05, 0.10], [0.03, -0.12, -0.06], [0.08, -0.06, 0.02], [0.12, 0.17, 0.29], [-0.13, 0.13, -0.08], [-0.02, 0.06, 0.07], [0.01, 0.01, 0.10], [0.19, 0.04, 0.03], [0.10, 0.02, -0.09], [0.07, -0.02, -0.01], [-0.25, -0.04, 0.09], [0.01, 0.09, -0.08], [-0.03, 0.02, -0.03], [-0.40, 0.12, 0.20], [-0.03, 0.09, -0.10], [0.22, -0.20, 0.22], [0.05, 0.02, -0.09], [-0.03, -0.06, 0.11], [0.17, -0.25, -0.22], [0.17, 0.07, 0.55], [0.13, 0.13, -0.36], [0.22, -0.09, -0.28], [-0.03, -0.08, 0.04], [0.00, 0.04, 0.03], [-0.37, -0.11, -0.02], [-0.06, -0.01, -0.03], [-0.08, 0.05, -0.05], [0.01, 0.03, -0.08], [-0.02, -0.04, 0.12], [0.12, -0.02, -0.05], [0.01, 0.05, -0.05], [-0.03, 0.06, -0.03], [-0.19, -0.04, -0.07], [-0.21, 0.04, 0.17], [0.09, 0.14, -0.14], [-0.08, -0.17, -0.02]]}



{"formula": "C5H8O", "method": "ωB97M-V with the def2-TZVPD basis set", "e_tot_ha": -270.4537, "multiplicity": 1, "relative_energy_kcal_mol": 65.41, "gap_ev": 9.8, "smiles": "CC1=CCOC1", "lumo_ev": 0.98, "species": ["H", "C", "H", "C", "H", "H", "C", "O", "H", "H", "H", "H", "C", "C"], "xyz": [[0.4866, 1.9246, 0.8283], [1.2455, 0.5061, -1.4384], [1.0456, 1.5622, -1.6671], [0.4569, 0.0366, -0.2471], [-2.1441, -1.6382, 0.9096], [2.3293, 0.3970, -1.3247], [-0.3973, -0.9913, -0.2446], [-1.5499, 0.4764, 0.9343], [0.9431, -0.0808, -2.3122], [0.2552, 0.5382, 1.9250], [-0.6711, -1.5381, -1.1320], [-0.7812, -1.1736, 1.9163], [0.0821, 0.8866, 0.9132], [-1.2907, -0.9362, 0.9588]], "atomic_forces_ev_per_a": [[-1.49, -0.40, -0.06], [0.06, -0.05, 0.01], [0.00, -0.20, 0.16], [-0.49, -0.43, -0.27], [-0.11, 0.99, -0.18], [-0.13, 0.02, 0.09], [0.43, -0.40, -0.39], [1.97, 1.39, 1.08], [0.13, 0.08, 0.13], [0.69, -0.22, 0.04], [0.37, -0.58, -0.02], [0.06, -0.10, -0.39], [-1.80, -0.17, 0.09], [0.30, 0.07, -0.31]]}



{"formula": "C30H45BiClO2P2", "method": "ωB97M-V with the def2-TZVPD basis set", "e_tot_ha": -2677.7079, "multiplicity": 1, "relative_energy_kcal_mol": 57.40, "gap_ev": [5.7, 5.7], "lumo_ev": [-2.85, -3.24], "total_charge": 1, "species": ["O", "C", "C", "C", "C", "C", "H", "C", "H", "C", "P", "C", "C", "H", "C", "H", "H", "H", "H", "C", "H", "H", "C", "Bi", "C", "C", "H", "H", "H", "H", "H", "C", "H", "C", "H", "H", "H", "C", "H", "H", "Cl", "C", "H", "C", "O", "H", "P", "C", "H", "H", "H", "H", "C", "H", "C", "H", "H", "H", "H", "H", "H", "C", "H", "H", "H", "C", "C", "H", "H", "C", "H", "C", "C", "C", "H", "H", "C", "H", "H", "H", "H"], "xyz": [[1.4135, -2.0884, 0.6768], [0.9462, -2.9926, 3.1254], [3.2435, 1.9861, 2.0895], [-2.4613, -1.1832, -4.7597], [-1.1814, -1.7507, 3.0443], [-1.9147, 1.4374, -3.6533], [-4.2133, 2.8531, -1.5497], [4.4922, 1.8779, 1.3068], [-2.2154, 1.2018, -5.8162], [0.5622, -1.2725, 1.4152], [1.2865, -2.1664, -0.9449], [0.1412, 3.6943, 3.2376], [-3.8310, 2.2536, -0.7114], [4.8842, 0.8547, 1.3192], [0.4418, -3.8063, 4.1335], [-3.4848, -1.1468, 0.2066], [-1.8125, 2.4154, -3.1482], [2.2800, -4.2621, -0.4845], [1.2640, -4.3012, -1.9904], [-1.0581, -1.3101, -4.1677], [2.9956, -1.0282, 3.1203], [3.0144, 4.0121, 0.2412], [-3.5288, -0.6694, -3.8014], [-0.4910, 0.1929, -2.5164], [0.1256, -1.9844, 2.6055], [-0.4580, -1.9555, -1.3206], [1.0879, -0.9760, -4.5395], [0.3189, 0.0894, 4.3859], [-2.7440, -2.2058, -5.0640], [2.8817, 5.0625, 1.6592], [4.3353, 2.1769, 0.2614], [1.6149, 1.6169, 3.6624], [2.8647, -3.4974, -2.0090], [-1.6874, -2.5643, 4.0601], [-0.8678, -2.7694, -1.9437], [0.3847, 4.4709, 3.9820], [-2.6804, -2.4014, 4.4433], [-4.1327, -0.5875, -0.4892], [-4.9032, -0.0571, 0.0956], [-1.7636, -0.9597, 2.5504], [-1.5035, -4.5997, 5.8073], [-0.8737, -3.5932, 4.5818], [-0.8198, -2.3327, -3.8510], [3.4871, -0.1404, 3.5471], [0.1983, -0.1622, 1.0573], [3.4569, -0.2406, 4.6396], [-3.1269, 0.6898, -1.2870], [2.4075, 4.2301, 1.1239], [-0.7071, 3.1182, 3.6276], [-4.4704, -0.5879, -4.3707], [-3.0276, 2.7927, -0.1901], [-4.0894, 1.3517, -3.3508], [0.8273, 0.9965, 4.7448], [5.2764, 2.5365, 1.7154], [2.4637, -0.8843, -1.4213], [0.0631, 1.6870, 5.1157], [1.0646, -4.5885, 4.5633], [-2.4603, -0.5723, -5.6772], [1.9488, -3.1403, 2.7095], [2.0719, 0.0417, -1.8866], [-3.7122, -1.4080, -3.0074], [-3.2006, 0.7146, -3.1826], [-4.6277, 2.0037, 0.0136], [-1.1283, -1.7877, -0.4556], [-4.6035, -1.2677, -1.2109], [2.3053, 3.0419, 2.0037], [1.2948, 2.8158, 2.9686], [0.7734, 1.4301, -5.1979], [3.1840, -1.3459, -2.1033], [2.8178, 1.1027, 3.1174], [-1.2209, 2.5539, -5.3480], [-0.0884, 0.7574, -5.4000], [1.9874, -3.7239, -1.3981], [0.0832, -0.5059, -4.5679], [2.9819, -0.5681, -0.4939], [1.4695, 0.7049, 5.5862], [-1.4279, 1.5009, -5.1101], [-0.1783, 4.2087, 2.3200], [0.0017, 0.4926, -6.4681], [1.4194, 4.5677, 0.8008], [4.5328, -0.1492, 3.2226]], "atomic_forces_ev_per_a": [[0.09, 0.06, -0.26], [-0.53, -0.17, 0.26], [0.31, -2.56, 1.91], [0.31, -0.55, -0.45], [0.26, -0.35, 0.34], [-0.45, -0.12, 0.30], [0.00, -0.08, 0.37], [0.38, -0.04, -0.30], [0.34, 0.15, 0.24], [-0.55, 2.03, -0.43], [-2.22, 1.23, 1.13], [-0.47, 0.48, 0.15], [-0.15, 0.29, 0.30], [-0.01, 0.21, -0.03], [-0.12, 0.34, -0.07], [-0.39, 0.08, -0.35], [-0.28, -0.35, -0.27], [-0.13, 0.09, -0.37], [0.25, 0.07, 0.29], [-0.03, -0.38, -1.22], [0.17, 0.01, 0.16], [-0.07, 0.14, 0.02], [-0.10, 0.25, -0.07], [1.23, 1.08, 2.18], [-0.06, -0.36, -0.01], [0.86, -1.36, 0.27], [-0.73, 0.32, -0.22], [0.12, 0.13, 0.13], [-0.01, 0.37, 0.00], [-0.03, -0.02, -0.14], [0.10, -0.07, 0.17], [0.27, 0.11, -0.44], [0.01, -0.40, 0.10], [0.81, -0.11, -0.25], [0.47, 0.34, 0.45], [-0.16, -0.15, -0.18], [-0.14, -0.15, 0.08], [-0.56, -0.13, 0.14], [0.13, -0.53, -0.21], [0.22, -0.41, 0.44], [-0.17, -0.27, 0.33], [0.22, 0.81, -0.63], [-0.02, 0.56, -0.10], [0.21, -0.46, 0.11], [0.85, -2.13, 0.07], [0.12, -0.11, -0.19], [1.48, -0.14, -0.56], [0.07, 0.08, -0.13], [0.05, 0.21, -0.12], [0.29, -0.05, 0.32], [-0.44, 0.07, -0.15], [0.23, -0.10, -0.29], [-0.23, 0.01, 0.32], [-0.17, -0.13, -0.14], [0.59, 0.56, -0.15], [0.11, -0.19, 0.01], [-0.30, 0.13, -0.01], [0.03, -0.54, 0.45], [-0.49, 0.00, 0.35], [0.11, -0.79, 0.33], [0.16, 0.06, -0.29], [-1.90, 0.97, -0.04], [0.27, 0.48, -0.40], [0.75, 0.11, -0.40], [0.04, 0.08, 0.38], [-2.71, 0.89, 1.50], [1.29, 0.61, -1.58], [-0.52, -0.33, -0.09], [0.03, 0.26, 0.06], [0.87, 1.00, -1.56], [-0.19, -0.20, 0.05], [0.36, -0.30, -0.03], [0.21, -0.36, -0.36], [0.54, -0.74, -0.89], [-0.18, -0.28, -0.46], [-0.14, -0.01, -0.14], [-0.22, 0.79, -0.38], [-0.03, -0.09, 0.28], [-0.26, 0.16, 0.21], [0.10, 0.03, -0.01], [-0.14, -0.12, 0.18]]}



{"formula": "C3H10N2S2", "method": "ωB97M-V with the def2-TZVPD basis set", "e_tot_ha": -1026.1040, "multiplicity": 1, "relative_energy_kcal_mol": 51.48, "gap_ev": 9.3, "smiles": "CC(S)(S)CNN", "lumo_ev": 0.62, "species": ["H", "N", "H", "C", "H", "H", "C", "C", "S", "H", "N", "S", "H", "H", "H", "H", "H"], "xyz": [[0.6396, 1.1145, -1.5769], [0.4123, -1.7299, -0.3549], [-2.3654, 1.4769, 0.5854], [1.0459, 1.1294, -0.5558], [-1.5088, -2.2618, -0.9286], [-0.1086, 2.8200, 1.5136], [0.1596, -0.8637, 0.7551], [-0.1014, 0.6808, 0.4112], [-1.6937, 1.0213, -0.4823], [1.2318, -2.2311, -0.5453], [-0.5983, -1.8770, -1.2972], [0.0967, 1.5429, 2.0483], [-0.7959, -0.9861, -1.6668], [1.2764, 2.1055, -0.1080], [0.9580, -0.9684, 1.3843], [1.9553, 0.4269, -0.5290], [-0.6036, -1.4001, 1.3471]], "atomic_forces_ev_per_a": [[0.50, 0.47, 0.22], [-1.57, 0.89, -0.13], [-0.07, -0.11, -0.07], [0.15, -0.88, 0.87], [1.43, 0.48, -0.07], [0.18, -1.17, 0.59], [-2.15, -0.65, -1.14], [1.07, -1.60, 0.21], [0.32, 0.26, 0.91], [0.99, -0.33, 0.05], [-0.65, -1.59, 0.16], [-0.71, 0.82, -1.25], [-0.48, 0.91, -0.77], [0.47, -0.04, -1.27], [2.58, 0.38, 1.58], [-1.39, 1.12, 0.19], [-0.68, 1.05, -0.10]]}



{"formula": "C6H14N2O2", "method": "ωB97M-V with the def2-TZVPD basis set", "e_tot_ha": -497.0152, "multiplicity": 1, "relative_energy_kcal_mol": 26.53, "gap_ev": 10.4, "smiles": "CNC(C)=O.CNC(C)=O", "lumo_ev": 0.61, "species": ["H", "C", "H", "H", "H", "C", "H", "C", "H", "H", "N", "N", "H", "C", "O", "H", "C", "C", "H", "H", "H", "H", "H", "O"], "xyz": [[1.8265, -0.4865, 1.4840], [-0.4642, -1.7702, 1.8095], [-2.5746, -1.8275, 2.2010], [2.3293, 0.7995, -0.8561], [1.3927, 0.1706, 3.0452], [-1.8808, -2.2238, 1.4465], [-2.2702, -1.7334, 0.5503], [0.5906, 1.6748, -1.5234], [2.4274, 2.6394, -0.8460], [-1.5271, -0.7316, -2.4645], [-0.2171, -0.4345, 1.6263], [0.1077, 0.4228, -1.8087], [-1.8844, -3.3074, 1.3800], [2.0828, 1.7439, -1.3680], [0.3325, -2.4580, 2.3982], [-0.8150, 0.2452, 1.2157], [1.0894, 0.1346, 2.0025], [-1.3041, 0.2981, -2.2162], [0.4856, -0.4487, -1.4808], [-1.9494, 0.7540, -1.4587], [-1.4578, 0.9708, -3.0628], [1.0220, 1.1409, 1.5971], [2.7535, 1.7572, -2.2294], [-0.0953, 2.6698, -1.4417]], "atomic_forces_ev_per_a": [[0.30, 0.46, 0.07], [-1.46, 1.38, 0.43], [0.32, -0.53, 0.24], [0.49, 0.53, 0.27], [-0.63, -0.20, 0.26], [0.25, 0.70, -0.06], [0.36, -0.32, -0.31], [1.06, 0.06, -0.46], [-0.49, -0.30, 0.51], [-0.15, -0.01, 0.08], [1.20, -0.13, 0.91], [-1.51, -0.13, -0.44], [-0.29, 0.06, 0.02], [0.98, -0.70, 0.71], [0.53, -0.73, -0.15], [-0.85, -0.26, -0.33], [-0.37, -0.51, -1.20], [0.59, 1.43, 0.31], [0.76, 0.39, 0.07], [-0.17, -0.59, 0.17], [0.01, -0.38, -0.27], [0.64, 0.13, 0.05], [-0.84, -0.25, -0.67], [-0.72, -0.09, -0.23]]}



{"formula": "C6H14NS", "method": "ωB97M-V with the def2-TZVPD basis set", "e_tot_ha": -689.9477, "multiplicity": 1, "relative_energy_kcal_mol": 17.35, "gap_ev": 6.6, "lumo_ev": 4.02, "total_charge": -1, "species": ["H", "H", "C", "H", "C", "C", "H", "H", "H", "H", "H", "C", "C", "S", "H", "C", "H", "H", "H", "H", "H", "N"], "xyz": [[-2.7980, 0.2381, -0.9675], [0.4166, 4.1045, 0.7582], [-2.5223, 1.0101, -0.2271], [1.3835, -1.5194, -1.5224], [1.2335, -2.6016, -1.4684], [1.4909, -2.9395, 0.0218], [0.1969, -2.8466, -1.7624], [0.9187, -2.3632, 2.0443], [2.5547, -2.7611, 0.2527], [-2.0762, 0.4597, 0.6249], [1.2764, -3.9917, 0.2317], [-1.4506, 1.8704, -0.9018], [0.6574, -2.0885, 1.0016], [0.7465, -0.3090, 0.8115], [-1.7990, 2.2052, -1.8778], [0.1235, 3.1515, 0.2845], [-0.5672, 1.2275, -1.0538], [0.8564, 2.3365, 0.3169], [-3.4370, 1.5757, 0.0713], [-0.4275, -2.4045, 0.8906], [1.9532, -3.1696, -2.1087], [-1.0843, 3.0627, -0.1637]], "atomic_forces_ev_per_a": [[-0.13, 0.24, 0.31], [-0.18, -0.42, -0.10], [-0.12, -0.21, -0.03], [-0.04, -0.13, -0.44], [0.40, -0.50, 0.66], [-0.03, 0.36, -0.03], [0.39, 0.10, 0.08], [0.04, -0.03, -0.48], [-0.22, -0.06, -0.16], [-0.24, 0.49, -0.30], [0.07, -0.15, -0.07], [0.42, -0.67, 0.26], [-1.16, -0.84, 0.22], [0.30, 0.47, -0.05], [-0.16, 0.11, -0.11], [-1.74, 0.12, -0.06], [-0.24, 0.03, 0.01], [-0.16, -0.02, -0.39], [0.69, -0.31, -0.18], [0.93, 0.17, 0.03], [-0.57, 0.53, 0.28], [1.76, 0.70, 0.54]]}